This record from the Open Molecules 2025 dataset describes 2 unconnected molecules or ions with the total composition C4H12 at a distorted geometry. The level of theory is ωB97M-V/def2-TZVPD.

Cartesian coordinates (Å):
C  1.0060  1.8063  -1.5333
C  1.3802  0.3923  -1.1361
H  1.1317  1.9825  -2.6027
H  -0.0165  2.0248  -1.1837
H  1.6195  2.5459  -0.9976
H  0.5408  -0.1806  -0.6465
H  2.2093  0.3631  -0.4401
H  1.6548  -0.2494  -1.9764
C  -1.2594  -1.4955  0.6972
C  -1.1173  -0.6810  1.9629
H  -1.8750  -0.9119  0.0156
H  -0.3894  -1.8620  0.0595
H  -1.5753  -2.5503  0.9300
H  -0.5439  0.1815  1.5994
H  -2.0922  -0.3958  2.3827
H  -0.5231  -1.2407  2.6882

Atoms 1-3, force components in eV/Å:
0.24 -0.18 0.52
0.49 0.01 -0.68
-0.46 -0.06 0.10

Results
Energy relative to the best compared isomer or geometry (same formula, charge and spin), kJ/mol: 49.3
HOMO level (spin up / spin down), eV: -16.2 / -15.6
Total charge: +1
2S+1: 2
Electronic energy, eV: -4330.7213
Orbital gap (spin up / spin down), eV: 13.14 / 4.37

=====

This record from the Open Molecules 2025 dataset describes 2 unconnected molecules or ions with the total composition C4H12 at a distorted geometry. The level of theory is ωB97M-V/def2-TZVPD.

Cartesian coordinates (Å):
C  -0.2034  1.9818  0.1657
C  -0.2688  2.1570  1.6545
H  -0.9730  2.5849  -0.3897
H  0.7146  2.3619  -0.2719
H  -0.5204  0.9593  -0.1147
H  -0.7501  1.2734  2.0940
H  0.7378  2.2262  2.0712
H  -0.8190  3.0115  2.0783
C  0.3926  -2.2484  -1.6592
C  0.0162  -1.9315  -0.2455
H  1.5133  -2.2823  -1.7225
H  -0.0160  -3.2104  -1.9307
H  0.2436  -1.3870  -2.3366
H  -0.3856  -0.9455  0.0513
H  0.9726  -1.8953  0.3539
H  -0.6543  -2.6556  0.2019

Atoms 1-3, force components in eV/Å:
-0.64 1.61 0.04
0.58 -0.84 0.32
-0.07 -0.52 0.27

Results
Energy relative to the best compared isomer or geometry (same formula, charge and spin), kJ/mol: 65.6
HOMO level (spin up / spin down), eV: -16.2 / -15.0
Total charge: +1
2S+1: 2
Electronic energy, eV: -4330.5524
Orbital gap (spin up / spin down), eV: 13.21 / 3.68

=====

This record from the Open Molecules 2025 dataset describes 2 unconnected molecules or ions with the total composition C4H12 at a distorted geometry. The level of theory is ωB97M-V/def2-TZVPD.

Cartesian coordinates (Å):
C  -0.4173  -0.2470  1.9974
C  -1.7749  0.0517  1.4010
H  -0.0432  0.4798  2.7167
H  -0.5791  -1.2262  2.4938
H  0.3708  -0.2706  1.2458
H  -2.4457  -0.8021  1.2878
H  -2.2962  0.9026  1.8198
H  -1.4172  0.2875  0.2892
C  1.7739  -0.2208  -1.7495
C  0.3858  0.4114  -1.5900
H  2.2229  0.1781  -2.6496
H  2.3042  0.1211  -0.8507
H  1.8463  -1.2972  -1.5831
H  -0.2382  0.0238  -2.4060
H  0.3724  1.4854  -1.7914
H  -0.0644  0.1226  -0.6314

Atoms 1-3, force components in eV/Å:
0.14 1.09 -0.15
-0.13 -0.09 1.65
-0.49 0.36 -0.06

Results
Energy relative to the best compared isomer or geometry (same formula, charge and spin), kJ/mol: 73.9
HOMO level (spin up / spin down), eV: -15.7 / -15.6
Total charge: +1
2S+1: 2
Electronic energy, eV: -4330.4662
Orbital gap (spin up / spin down), eV: 12.53 / 4.28

=====

This record from the Open Molecules 2025 dataset describes a molecular structure, C4H12AlO16S3 at a distorted geometry. The level of theory is ωB97M-V/def2-TZVPD.

Cartesian coordinates (Å):
Al  18.5860  -9.6106  0.1727
S  18.6053  -5.5785  -1.0391
O  19.6254  -5.2394  -2.0292
O  17.2586  -5.2179  -1.5123
O  18.5990  -7.0212  -0.8612
O  18.7853  -4.8812  0.2440
S  15.3814  -7.4939  0.8565
O  14.5489  -6.6747  -0.0014
O  15.9614  -8.6946  0.1699
O  16.5325  -6.7918  1.4127
O  14.5702  -7.9123  2.0192
S  20.4433  -7.5927  2.7125
O  21.1779  -8.4474  3.6577
O  20.6446  -6.1389  2.8629
O  20.6741  -8.0762  1.3413
O  18.9877  -7.8126  2.8073
C  20.5291  -11.7865  2.8259
C  19.2772  -12.7245  2.8523
O  18.4768  -12.6564  1.6445
O  20.0756  -10.4901  2.5141
H  21.2190  -12.1577  2.0621
H  20.9225  -11.7717  3.8456
H  18.6099  -12.4900  3.6801
H  19.5966  -13.7606  3.0158
H  18.9061  -13.2891  1.0608
H  20.5573  -9.8258  3.0506
C  16.2629  -11.1575  -2.1870
C  17.4148  -11.1980  -3.1898
O  18.3367  -10.1417  -2.9213
O  16.6830  -11.6216  -0.9212
H  15.5523  -11.9442  -2.4712
H  15.7754  -10.1839  -2.1232
H  17.0034  -11.0943  -4.2026
H  17.9734  -12.1405  -3.1926
H  18.9830  -10.2371  -3.6282
H  16.2861  -12.4418  -0.6344

Atoms 1-3, force components in eV/Å:
0.05 1.64 0.90
0.53 1.28 -0.54
0.25 0.49 -0.16

Results
HOMO level, eV: 1.4
Total charge: -3
Electronic energy, eV: -76195.1254
Orbital gap, eV: 3.36

=====

This record from the Open Molecules 2025 dataset describes a molecular structure, C4H12B2N2O at a distorted geometry. The level of theory is ωB97M-V/def2-TZVPD.

Cartesian coordinates (Å):
O  0.6241  1.3183  -1.0443
B  0.8852  1.0633  0.3070
B  -0.1721  0.1740  -1.3202
N  0.5312  -0.2868  0.7281
N  -0.5098  -0.6115  -0.1616
C  1.2784  2.2432  1.1934
C  -0.8090  -0.0147  -2.7313
C  0.4515  -0.5867  2.1637
C  -1.1000  -1.9344  -0.3835
H  2.1202  1.8972  1.8079
H  0.5178  2.6581  1.8467
H  1.6484  2.9892  0.5072
H  -1.6140  0.6921  -2.7706
H  -1.1801  -1.0301  -2.8542
H  -0.1380  0.2120  -3.5612
H  0.2401  -1.6367  2.3100
H  1.4020  -0.3917  2.6704
H  -0.3187  0.0347  2.6065
H  -1.2332  -2.4598  0.5430
H  -0.5388  -2.5674  -1.0713
H  -2.0851  -1.7622  -0.7858

Atoms 1-3, force components in eV/Å:
-0.68 -2.28 0.89
-0.32 -0.33 -0.11
-0.89 1.16 -0.70

Results
Energy relative to the best compared isomer or geometry (same formula, charge and spin), kJ/mol: 0.0
HOMO level, eV: -8.0
Electronic energy, eV: -10726.1232
Orbital gap, eV: 8.67

=====

This record from the Open Molecules 2025 dataset describes 2 unconnected molecules or ions with the total composition C4H12BrNO at a distorted geometry. The level of theory is ωB97M-V/def2-TZVPD.

Cartesian coordinates (Å):
C  -1.1818  1.4998  -0.4788
C  -0.0211  0.5934  0.1483
C  0.6913  -0.1474  -0.8687
O  -0.0242  -1.0499  -1.6646
C  -0.6079  -2.1225  -1.1157
N  0.8739  1.3629  1.0310
H  0.1246  1.8090  1.5406
H  1.3542  0.7554  1.6793
H  1.4509  2.0811  0.6170
H  -1.8448  1.9979  0.2287
H  -1.8515  0.8901  -1.0852
H  -0.7584  2.1842  -1.2140
H  -0.4352  -0.1255  0.8553
H  1.4570  -0.7217  -0.3471
H  1.2572  0.5372  -1.5005
H  -0.3696  -2.4491  -0.1034
H  -0.4759  -3.0238  -1.7144
H  -1.6785  -1.9539  -0.9996
Br  2.0398  -2.1171  4.9919

Atoms 1-3, force components in eV/Å:
0.95 -0.86 0.18
-3.73 0.41 -0.34
2.36 -1.74 -0.99

Results
Energy relative to the best compared isomer or geometry (same formula, charge and spin), kJ/mol: 213.1
HOMO level, eV: -6.1
Electronic energy, eV: -77919.5541
Orbital gap, eV: 4.87

=====

This record from the Open Molecules 2025 dataset describes a molecular structure, C4H12ClCoO4 at a distorted geometry. The level of theory is ωB97M-V/def2-TZVPD.

Cartesian coordinates (Å):
Co  -1.9099  3.1549  -4.0022
Cl  -0.5950  1.9720  -2.5595
C  0.4182  0.8401  2.5791
C  -0.2027  1.1300  1.2586
O  0.6545  0.7405  0.1845
O  -0.2388  -0.2786  3.1738
H  0.2975  1.7234  3.2148
H  1.4921  0.6768  2.4416
H  -0.4043  2.2077  1.1797
H  -1.2130  0.7042  1.1799
H  0.2797  1.1039  -0.6321
H  0.3288  -0.6304  3.8662
C  -0.5795  -1.4670  -0.6953
C  0.4751  -1.6863  -1.9144
O  1.2937  -0.6244  -1.9160
O  0.0186  -1.7024  0.4698
H  -1.3694  -2.2141  -0.8325
H  -1.0705  -0.4924  -0.7686
H  -0.1388  -1.7647  -2.8239
H  1.0591  -2.5948  -1.8030
H  0.8262  0.1342  -2.3204
H  0.5782  -0.9325  0.7199

Atoms 1-3, force components in eV/Å:
0.42 -0.34 0.43
-0.33 0.09 -0.37
0.00 -0.01 0.83

Results
Energy relative to the best compared isomer or geometry (same formula, charge and spin), kJ/mol: 0.0
HOMO level (spin up / spin down), eV: -13.4 / -12.2
Total charge: +1
2S+1: 4
Electronic energy, eV: -62670.5833
Orbital gap (spin up / spin down), eV: 8.84 / 4.51

=====

This record from the Open Molecules 2025 dataset describes a molecular structure, C4H12Co2FN4O12P at a distorted geometry. The level of theory is ωB97M-V/def2-TZVPD.

Cartesian coordinates (Å):
Co  0.2246  2.3296  1.0238
Co  1.9137  -0.1804  0.4817
P  2.6933  2.2758  -0.0693
O  3.6385  3.2580  0.4819
O  2.0423  1.6666  1.3538
O  3.1216  0.9046  -0.6329
O  1.2569  2.6977  -0.5533
F  -0.1013  0.3333  0.4294
C  0.2203  -1.1640  -2.7696
N  0.9636  -2.1326  -1.9188
O  0.8921  -3.3063  -2.1335
O  1.6319  -1.6432  -1.0164
H  0.1586  -0.2397  -2.2145
H  -0.7635  -1.5728  -2.9784
H  0.7612  -1.0604  -3.7049
C  -0.7118  2.8212  -2.6430
N  0.0203  2.4611  -3.8804
O  -0.1060  1.3151  -4.2934
O  0.5833  3.3474  -4.4667
H  -1.7737  2.8550  -2.8749
H  -0.3170  3.7786  -2.3371
H  -0.5458  2.0488  -1.8968
C  0.2629  -0.2282  4.4595
N  1.4347  -0.8317  3.7853
O  2.3053  -1.2894  4.4749
O  1.4257  -0.8554  2.5681
H  0.6043  0.4062  5.2701
H  -0.2855  -1.0565  4.9054
H  -0.3322  0.3067  3.7332
C  -2.6767  -2.5572  0.4763
N  -3.4588  -2.3437  1.7437
O  -4.5820  -1.8860  1.6294
O  -2.9312  -2.6377  2.7900
H  -1.8966  -1.8001  0.5252
H  -3.4058  -2.4622  -0.3140
H  -2.2673  -3.5581  0.5663

Atoms 1-3, force components in eV/Å:
1.84 -1.74 -1.14
-0.38 0.96 0.06
-0.41 -0.57 3.88

Results
Energy relative to the best compared isomer or geometry (same formula, charge and spin), kJ/mol: 14.9
HOMO level (spin up / spin down), eV: -9.1 / -9.3
2S+1: 7
Electronic energy, eV: -122124.3610
Orbital gap (spin up / spin down), eV: 7.19 / 7.39

=====

This record from the Open Molecules 2025 dataset describes a molecular structure, C4H12CsO2 at a distorted geometry. The level of theory is ωB97M-V/def2-TZVPD.

Cartesian coordinates (Å):
Cs  0.5089  -1.7183  1.2706
C  -2.2919  -1.0011  -1.7674
C  -1.9266  -0.2507  -0.4355
O  -1.0050  -1.1082  0.2339
H  -2.7738  -1.9715  -1.6484
H  -1.4366  -1.0862  -2.4376
H  -3.0601  -0.4612  -2.3210
H  -2.8687  -0.2268  0.1121
H  -1.4639  0.7340  -0.5019
H  -1.4117  -1.9741  0.3142
C  1.4069  1.5464  0.1422
C  2.4430  0.9710  1.1359
O  2.1246  -0.4325  1.1186
H  1.4740  2.6183  0.3278
H  0.4332  1.1745  0.4613
H  1.6044  1.3421  -0.9101
H  2.3272  1.3596  2.1477
H  3.4411  1.2743  0.8197
H  2.4749  -0.7897  1.9379

Atoms 1-3, force components in eV/Å:
4.52 -10.93 8.68
-0.01 1.57 -0.28
-1.98 -1.40 -2.03

Results
Energy relative to the best compared isomer or geometry (same formula, charge and spin), kJ/mol: 746.6
HOMO level, eV: -14.3
Total charge: +1
Electronic energy, eV: -8972.6702
Orbital gap, eV: 11.05

=====

This record from the Open Molecules 2025 dataset describes a molecular structure, C4H12CsO2 at a distorted geometry. The level of theory is ωB97M-V/def2-TZVPD.

Cartesian coordinates (Å):
Cs  2.0247  -2.0291  1.4758
C  -0.3174  0.6768  3.0801
C  -0.3313  1.5664  1.8640
O  0.9792  2.0696  1.6346
H  0.1862  -0.2546  2.8216
H  -1.3501  0.3877  3.2749
H  0.0263  1.2115  3.9656
H  -0.9756  2.4202  2.0737
H  -0.7022  1.0871  0.9580
H  1.5272  1.4725  1.1201
C  -0.7919  -1.5219  -2.9527
C  0.1330  -0.4740  -2.3683
O  0.8271  -1.0291  -1.2640
H  -1.1207  -1.1544  -3.9248
H  -1.7249  -1.7400  -2.4331
H  -0.2971  -2.4575  -3.2134
H  -0.4262  0.3566  -1.9379
H  0.7856  -0.1353  -3.1730
H  1.5482  -0.4524  -1.0012

Atoms 1-3, force components in eV/Å:
0.29 -0.47 0.73
-1.34 -0.17 -0.51
0.47 0.38 0.47

Results
Energy relative to the best compared isomer or geometry (same formula, charge and spin), kJ/mol: 66.9
HOMO level (spin up / spin down), eV: -16.7 / -16.7
Total charge: +2
2S+1: 2
Electronic energy, eV: -8964.9797
Orbital gap (spin up / spin down), eV: 8.73 / 2.30